Record 1
20
Properties=species:S:1:pos:R:3:forces:R:3 method="wB97M-V/def2-TZVPD" homo_ev=-8.2 total_energy_ha=-345.12716 orbital_gap_ev=9.32
C -2.68012 -0.59176 -0.45564 -3.495 1.071 -0.434
C -1.66671 -0.70661 0.65634 0.352 -2.585 -1.212
C -0.44656 1.75025 0.14512 -1.129 4.252 1.416
C 1.37326 0.26128 -0.63592 1.064 1.364 1.146
C 2.11197 -1.04402 -0.42925 0.657 -1.439 -1.126
C 2.13899 -0.09108 0.66927 3.629 2.746 -1.696
H -3.14417 -1.54025 -0.98430 1.018 1.363 1.907
H -2.15876 -0.13164 -1.29889 -0.306 0.507 0.175
H -3.68756 0.11136 -0.10507 2.911 -1.916 -1.126
H -1.84743 -1.55255 1.42644 0.445 1.970 -0.778
H -0.34619 1.66930 1.34228 0.315 0.237 -2.624
H -1.60641 1.95307 0.03664 2.290 -0.751 -0.179
H 0.03560 2.81430 -0.17772 -0.607 -2.935 0.303
H 1.74954 1.01388 -1.36758 0.161 -0.795 0.915
H 3.13497 -1.24178 -0.97495 -2.515 0.268 0.827
H 1.50276 -1.88731 -0.08973 0.230 -0.138 -0.975
H 1.84909 -0.32333 1.61987 -2.004 -0.617 1.859
H 3.12886 0.36848 0.83657 -0.426 0.248 -0.595
N -0.46012 -0.29943 0.50343 -1.980 -4.447 3.313
N -0.05350 0.48202 -0.49815 -0.608 1.598 -1.113

---

Record 2
20
Properties=species:S:1:pos:R:3:forces:R:3 method="wB97M-V/def2-TZVPD" homo_ev=-8.6 total_energy_ha=-345.31100 orbital_gap_ev=9.44
C 2.01086 -0.60224 -2.33021 0.830 -0.415 -0.581
C 1.94264 0.76620 -1.69906 0.578 1.336 -0.400
H 1.06191 -1.07849 -2.55893 -0.266 -0.004 0.569
H 2.47063 -0.55468 -3.31887 0.195 0.261 -0.054
H 2.68513 -1.26574 -1.78137 -0.480 -0.193 0.185
H 1.90971 1.54428 -2.46472 -0.723 -0.060 -0.254
H 2.88351 1.10579 -1.24327 -0.086 -0.725 0.428
H 1.12967 0.93747 -1.00200 0.039 -0.239 -0.044
C -0.16929 1.98358 1.08696 0.404 -0.625 -0.777
C -1.90247 -1.02392 0.37304 0.977 -1.346 -0.133
C -0.51449 0.53511 0.84217 0.129 0.652 0.664
C 0.09276 -0.62606 1.23653 -0.049 0.708 0.082
N -1.73361 0.25968 0.30002 -0.990 0.430 -0.485
N -0.80876 -1.59896 0.94594 -0.002 -0.940 -0.112
H -2.61221 -1.72427 -0.06195 -0.382 0.807 0.120
H -0.65264 -2.59008 1.01801 -0.004 0.056 0.072
H 1.03019 -0.79723 1.72594 0.124 -0.152 0.055
H -0.97723 2.53628 0.60472 -0.094 0.273 0.756
H 0.71933 2.30697 0.54518 0.264 -0.166 0.059
H 0.02310 2.15701 2.14789 -0.462 0.343 -0.151

---

Record 3
20
Properties=species:S:1:pos:R:3:forces:R:3 method="wB97M-V/def2-TZVPD" homo_ev=-8.7 total_energy_ha=-345.31920 orbital_gap_ev=9.56
C -0.85336 2.61867 0.78317 -0.820 0.030 0.578
C -2.03710 2.38322 -0.17530 0.309 0.016 0.244
H -1.11419 3.38981 1.51174 0.178 0.301 -0.245
H -0.74428 1.75190 1.43816 0.570 -0.170 -0.364
H 0.06861 2.89095 0.26903 -0.040 -0.159 0.209
H -2.72835 3.22650 -0.17785 0.054 -0.038 -0.134
H -2.59177 1.49721 0.13039 -0.123 0.020 -0.083
H -1.67396 2.21777 -1.18390 -0.115 -0.023 -0.209
C 0.65939 -0.86126 -1.91929 -0.305 0.087 0.548
C 0.26344 -1.49543 0.55796 -0.228 0.566 -0.100
C 0.89327 -1.59950 -0.63868 0.707 0.162 -0.378
C 2.04722 -2.74665 0.75660 0.394 -0.042 -0.497
N 1.01963 -2.20224 1.45864 -0.034 -0.533 0.249
N 2.02355 -2.38503 -0.49697 -0.261 0.014 0.009
H -0.53321 -0.84167 0.86564 -0.221 -0.204 0.027
H 0.67994 -2.52175 2.34956 0.219 0.132 0.099
H -0.23367 -0.25233 -1.81883 -0.175 0.149 -0.051
H 0.50323 -1.53082 -2.76042 0.233 -0.053 -0.094
H 2.85130 -3.35407 1.14281 -0.297 -0.064 0.424
H 1.50031 -0.18528 -2.09243 -0.044 -0.193 -0.233

---

Record 4
20
Properties=species:S:1:pos:R:3:forces:R:3 method="wB97M-V/def2-TZVPD" homo_ev=-7.4 total_energy_ha=-345.05809 orbital_gap_ev=8.40
C 1.96311 0.58398 0.10445 2.862 2.057 -0.409
C 0.51638 0.67323 -0.40451 -0.599 1.456 -1.145
C 0.21908 -0.71258 -1.10150 -0.098 2.253 0.524
C -0.15848 -0.51852 1.29614 -4.599 -0.379 1.083
C -0.85864 0.49381 0.41005 3.413 1.685 1.455
C -2.08590 -0.03256 -0.25047 -0.981 0.973 1.739
H 2.69041 0.77464 -0.77428 -1.435 0.538 0.581
H 2.33595 -0.45707 0.19127 -0.368 0.929 1.272
H 2.40393 1.42282 0.87657 -1.587 -2.518 -1.429
H 1.06077 -1.07292 -1.64658 0.249 -0.161 -1.185
H -0.82093 -0.62872 -1.63058 2.878 -1.100 0.342
H 1.27601 -1.90697 0.35615 -2.894 1.131 -0.320
H 0.47917 -0.11091 2.09676 0.108 -0.441 -0.703
H -1.21569 -0.83993 1.74354 2.712 -0.992 0.309
H -2.18681 0.69134 -1.09573 -0.802 -1.268 0.107
H -2.96392 0.06684 0.53940 1.520 -0.218 -1.793
H -1.80792 -1.09543 -0.44774 -1.615 0.829 -0.009
H -0.83752 2.25980 -0.64193 0.332 -0.404 1.496
N 0.31557 -1.41615 0.20311 0.889 -3.206 0.962
N -0.32457 1.82531 0.17589 0.014 -1.162 -2.878

---

Record 5
20
Properties=species:S:1:pos:R:3:forces:R:3 method="wB97M-V/def2-TZVPD" homo_ev=-9.2 total_energy_ha=-345.23700 orbital_gap_ev=9.93
C 1.09407 0.17749 0.17680 0.775 1.009 1.472
C -1.21445 -0.67517 -1.31252 -1.295 -0.364 0.472
C 1.66661 0.77455 -1.07742 -0.543 -0.197 -0.340
C 1.59154 -1.19857 0.51889 -0.460 -0.215 -0.218
C 0.49899 0.94452 1.11555 1.426 -0.209 -0.578
N -1.85253 -0.99300 -0.26027 1.439 -1.092 -1.488
N -3.53332 0.38892 0.53372 -0.940 -0.844 0.215
C -2.38347 -0.12334 0.61407 0.918 2.548 0.834
H -3.82185 0.89420 1.36642 0.471 0.356 -0.134
H -1.29832 0.30578 -1.78918 0.290 0.121 0.291
H -0.69410 -1.45985 -1.84731 0.055 -0.070 -0.155
H 0.45038 0.62260 2.14564 -0.443 -0.336 0.024
H 1.35354 1.80869 -1.21223 0.004 0.004 -0.020
H 1.35064 0.19648 -1.94943 0.097 0.072 -0.134
H 2.75987 0.73687 -1.05788 -0.086 -0.019 0.121
H 1.12736 -1.57675 1.42841 0.026 0.005 0.015
H 1.36264 -1.89828 -0.28781 0.070 -0.093 0.013
H 2.67680 -1.19499 0.65019 -0.036 0.073 -0.032
H 0.38547 2.00847 0.97178 -0.314 0.112 -0.239
H -1.51986 0.26139 1.27258 -1.455 -0.862 -0.122

---

Record 6
20
Properties=species:S:1:pos:R:3:forces:R:3 method="wB97M-V/def2-TZVPD" homo_ev="-7.6 / -7.8" total_energy_ha=-345.15775 orbital_gap_ev="7.53 / 7.85"
C 0.93298 -1.49859 -0.00962 -0.039 -0.487 -0.056
C 1.50560 -0.14656 -0.05536 -0.272 0.816 -0.121
C -0.14614 0.90889 -1.65621 -0.320 -0.075 0.279
C -0.97661 -0.60203 0.40940 0.035 0.996 -0.590
C 0.17757 0.68627 -0.18087 0.499 -1.879 -0.143
N -1.15228 -0.60066 1.78050 0.255 0.275 -0.138
C 0.07711 1.77633 0.70549 -0.241 0.662 0.731
N -1.93172 -1.05919 -0.30788 0.262 -0.285 -0.012
H -1.77905 -1.31145 2.12550 0.166 0.063 0.068
H -0.38236 -0.30103 2.35624 -0.148 -0.167 0.043
H -1.70567 -1.05166 -1.29665 -0.052 0.130 0.021
H 1.03092 -2.09633 0.88687 -0.025 -0.072 -0.106
H 0.74781 -2.02340 -0.93680 -0.029 -0.063 0.057
H 2.16628 0.05013 -0.90375 -0.004 -0.069 0.030
H 2.04924 0.10134 0.85536 -0.048 0.070 0.034
H -0.10263 -0.02530 -2.22325 -0.016 0.020 0.068
H 0.58857 1.59200 -2.08454 -0.001 -0.001 0.065
H -1.13729 1.34921 -1.76455 0.001 -0.032 -0.076
H -0.89101 2.15288 1.00855 -0.011 0.155 -0.185
H 0.92868 2.09917 1.29158 -0.012 -0.058 0.029